Entry 1:
Here is a structure of composition AsF6H76O38 in a non-equilibrium geometry from OMol25. Energies are from ωB97M-V/def2-TZVPD.

## Properties
E_HOMO, eV: -7.89
Molar mass, u: 873.5
E, eV: -156192.5235
Orbital gap, hartree: 0.312
Energy relative to the best compared isomer or geometry (same formula, charge and spin), kcal per mole: 45.4
LUMO, eV: 0.5995

```
! wB97M-V def2-TZVPD RIJCOSX def2/J DEFGRID3
* xyz -1 1
As -1.29536 11.35425 19.84202
F -1.99293 9.82099 20.58533
F -1.29320 12.19976 21.49788
F -0.64075 12.84413 19.13119
F -1.49023 10.60104 18.23209
F -2.99132 11.88360 19.68096
F 0.37370 10.68519 19.99429
O 2.07358 8.14304 23.96402
H 1.24901 8.42488 23.56795
H 1.84475 7.35819 24.46190
O 4.62130 12.84324 20.22727
H 5.37947 12.87903 19.64407
H 4.54983 11.92051 20.47161
O 1.90495 10.65018 16.00328
H 2.34683 9.95119 15.52122
H 2.42013 11.43456 15.81470
O -3.85698 15.34637 21.94764
H -2.97267 15.21118 21.60713
H -4.05947 14.53743 22.41757
O -0.08135 8.56262 16.04316
H -0.16218 9.20637 15.33940
H 0.34259 9.03922 16.75685
O -5.09978 11.63505 21.89386
H -5.89679 11.43892 21.40137
H -4.39751 11.57984 21.24579
O -1.62928 14.95039 20.54001
H -1.02404 15.28996 19.88076
H -1.36542 14.03825 20.66087
O 3.72163 14.17375 17.89620
H 3.75587 13.83910 18.79234
H 4.23412 14.98178 17.92202
O -0.17955 14.47123 13.75879
H -0.37967 13.84801 13.06038
H -0.12170 13.93503 14.54960
O 2.51205 9.01817 19.78297
H 3.01312 9.33183 20.53583
H 1.82601 9.67445 19.66103
O -3.55210 7.72613 20.61455
H -3.81720 7.65496 19.69755
H -3.13829 8.58688 20.67862
O -1.59174 13.37466 25.36771
H -2.26744 13.60956 24.73171
H -1.94033 12.60311 25.81428
O -3.95369 13.23988 23.96995
H -4.36345 13.01182 24.80441
H -4.33653 12.62946 23.33984
O -5.24911 16.92628 18.55805
H -4.71780 17.54219 19.06263
H -4.69915 16.14731 18.47454
O -2.44551 4.67518 19.58162
H -3.17539 5.07458 19.10836
H -2.52536 5.01169 20.47416
O -0.48941 16.04684 18.39123
H -0.60848 16.96647 18.62856
H -0.58038 16.03114 17.43850
O -3.38414 15.27015 15.81985
H -2.48714 15.60424 15.81704
H -3.55706 15.05455 16.73628
O 1.61178 6.37946 16.65497
H 2.30699 6.86126 17.10307
H 1.00315 7.05629 16.35884
O -6.03012 7.20851 21.42992
H -5.91063 7.86668 22.11459
H -5.15057 7.06180 21.08193
O -5.72958 9.44037 23.36787
H -6.58985 9.53373 23.77709
H -5.48791 10.33038 23.11152
O -0.89261 10.60017 23.84903
H -1.00249 10.99594 22.98443
H -0.08154 10.98084 24.18590
O -0.34487 5.89802 22.72113
H 0.29761 5.72366 23.40892
H 0.17186 6.23802 21.99064
O 1.88098 11.83391 23.70278
H 2.74654 11.65518 23.33524
H 1.62213 12.66862 23.31228
O -3.06427 5.50803 22.16914
H -3.27422 6.23606 21.58422
H -2.19530 5.71797 22.51128
O 2.64534 15.03595 21.61446
H 2.14831 15.55649 20.98341
H 2.03363 14.88385 22.33482
O -0.86648 10.81751 14.50641
H -1.79445 11.03390 14.41537
H -0.58611 11.28844 15.29117
O 1.97998 16.84530 19.56855
H 1.25808 16.44116 19.08713
H 2.59644 17.12076 18.89007
O -6.87857 12.44068 19.62080
H -7.50386 12.46077 20.34526
H -7.41647 12.54873 18.83644
O -3.70556 14.67884 18.33056
H -4.08623 13.83054 18.10317
H -3.01972 14.47172 18.96534
O -4.85419 12.09324 17.66467
H -5.75854 12.23293 17.94549
H -4.44103 11.64274 18.40128
O -1.85586 8.66452 25.47782
H -1.60244 9.13642 24.68452
H -1.07086 8.17750 25.72846
O 0.63353 14.19593 23.86673
H 0.03170 13.49803 24.12554
H 0.14372 15.00404 24.01929
O -0.35624 12.89298 16.33242
H 0.58299 12.78498 16.48210
H -0.73576 12.93599 17.21011
O 1.86116 6.75800 21.15203
H 2.70079 6.41695 21.46014
H 2.08745 7.55379 20.67065
O 3.84714 7.20976 18.35472
H 4.46183 6.86312 19.00143
H 3.35761 7.88384 18.82613
O -2.43807 7.75945 17.29633
H -1.77902 7.81220 16.60416
H -2.45703 8.63746 17.67707
O 3.97959 9.57594 22.17052
H 4.24101 10.24192 22.80641
H 3.73144 8.82012 22.70287
O -3.45519 10.88312 15.40391
H -3.53134 9.94036 15.55104
H -3.68656 11.27676 16.24519
*
```

---

Entry 2:
Here is a structure of composition C25H33Br3CoGeN2O2SeSi in a non-equilibrium geometry from OMol25. Energies are from ωB97M-V/def2-TZVPD.

## Properties
E_HOMO (alpha / beta), eV: -8.17 / -11.62
Molar mass, u: 871.9
E, eV: -411025.6695
Orbital gap (alpha / beta), hartree: 0.175 / 0.282
LUMO (alpha / beta), eV: -3.4098 / -3.9349

```
! wB97M-V def2-TZVPD RIJCOSX def2/J DEFGRID3
* xyz 1 5
Co -0.36716 -0.40110 0.04848
Br -6.16752 2.51711 1.00375
C -4.46923 1.82739 0.50326
C -3.32422 2.36463 1.15169
C -2.09315 1.80812 0.88227
N -1.92973 0.74766 0.07978
C -3.04499 0.13443 -0.47465
C -4.30716 0.69822 -0.31171
C -2.74529 -1.13301 -1.09962
C -3.65544 -2.03624 -1.62743
C -3.21495 -3.24966 -2.15751
Br -4.37789 -4.72658 -2.33016
C -1.82914 -3.42581 -2.36732
C -0.97492 -2.50221 -1.80653
N -1.39635 -1.45256 -1.12003
H -3.40270 3.17931 1.85124
H -1.14867 2.17195 1.38718
H -5.18383 0.26438 -0.81447
H -4.70854 -1.82777 -1.57015
H -1.42134 -4.27998 -2.89757
H 0.11577 -2.58958 -1.87427
C 4.09242 -3.06621 1.72611
Si 3.31026 -1.84597 0.46142
C 3.40719 -2.39348 -1.34105
C 3.77589 -0.04077 0.70640
H 5.09345 -2.72941 2.04137
H 4.23272 -4.06543 1.31675
H 3.49658 -3.14198 2.60677
H 4.45327 -2.63897 -1.55743
H 3.13158 -1.58399 -2.01318
H 2.76570 -3.23124 -1.53650
H 4.79311 0.17174 0.39705
H 3.62439 0.21246 1.75711
H 3.08584 0.60465 0.14294
C 3.40503 4.89504 -0.62275
Ge 1.82301 3.72301 -0.34272
C 1.74004 2.98606 1.45802
C 0.17949 4.62901 -0.92667
C 2.12938 2.27505 -1.71753
Se 0.86225 0.74597 -1.86443
C -0.63493 1.66991 -2.77695
H 3.26030 5.86961 -0.20406
H 3.50928 5.03777 -1.67959
H 4.32259 4.46575 -0.24655
H 0.81040 3.30872 1.92757
H 2.63301 3.36881 1.98373
H 1.77536 1.88924 1.47122
H 0.18102 5.63143 -0.54740
H -0.70878 4.13288 -0.56082
H 0.11651 4.64858 -2.01834
H 3.16033 1.87745 -1.66004
H 1.97864 2.74838 -2.70303
H -1.17437 2.32328 -2.09384
H -1.30392 0.87825 -3.12048
H -0.25934 2.18044 -3.66472
Br -4.82498 -1.75062 2.75170
C -2.97691 -2.08676 2.63192
C -2.50462 -3.41478 2.52947
C -1.17902 -3.66412 2.11213
C -0.38010 -2.56628 1.75737
C -0.81215 -1.26364 2.00749
C -2.10232 -1.02169 2.49594
C 0.91080 -2.83857 1.15178
O 1.29060 -3.93784 0.70590
O 1.63388 -1.69731 0.98868
H -3.20022 -4.21609 2.70260
H -0.78670 -4.69494 2.00769
H -0.06445 -0.44857 2.14266
H -2.42513 -0.02351 2.76005
*
```

---

Entry 3:
Here is an isolated molecule of C2H4N2 in a non-equilibrium geometry from OMol25. Energies are from ωB97M-V/def2-TZVPD.

## Properties
E_HOMO, eV: -9.90
Molar mass, u: 56.1
SMILES: CNC#N
E, eV: -5117.7583
Orbital gap, hartree: 0.389
Energy relative to the best compared isomer or geometry (same formula, charge and spin), kcal per mole: 27.7
LUMO, eV: 0.6822

```
! wB97M-V def2-TZVPD RIJCOSX def2/J DEFGRID3
* xyz 0 1
C -0.09224 -0.30471 -0.17620
N 1.03139 0.65166 0.19585
C 2.22803 0.13860 0.03944
N 3.23694 -0.39980 -0.06422
H -0.37863 -0.95529 0.57601
H -0.87133 0.25024 -0.57699
H 0.39962 -0.99826 -1.01384
H 0.79972 1.58362 -0.22480
*
```

---

Entry 4:
Here is a structure of composition H18KrO9 from OMol25. Energies are from ωB97M-V/def2-TZVPD.

## Properties
E_HOMO, eV: -9.91
Molar mass, u: 245.9
E, eV: -93650.0267
Orbital gap, hartree: 0.365
Energy relative to the best compared isomer or geometry (same formula, charge and spin), kcal per mole: 3.7
LUMO, eV: 0.0324

```
! wB97M-V def2-TZVPD RIJCOSX def2/J DEFGRID3
* xyz 0 1
Kr 9.81985 -16.27828 18.60455
O 13.21312 -16.13447 16.25841
H 13.19700 -15.78671 17.15005
H 13.44912 -15.38444 15.71252
O 7.38819 -18.11649 16.91558
H 7.35371 -18.41264 17.82516
H 8.09685 -18.62686 16.52372
O 9.95692 -12.04112 18.05500
H 10.11230 -12.51908 18.86964
H 9.57241 -11.21010 18.33392
O 5.54462 -15.80529 18.08249
H 4.84640 -15.52815 17.48926
H 6.26029 -16.06906 17.50417
O 12.71317 -14.42804 18.71213
H 12.75559 -13.80887 17.98339
H 11.95344 -14.14689 19.22202
O 10.59566 -13.09756 20.56159
H 10.35057 -13.91524 20.99468
H 11.37280 -12.79926 21.03414
O 9.84024 -15.44142 22.05487
H 9.05090 -15.97170 22.16434
H 10.54908 -16.07975 21.97549
O 9.55063 -13.88280 15.85288
H 8.63095 -13.87196 15.58775
H 9.60112 -13.25083 16.57002
O 10.75832 -16.51178 15.15528
H 11.59808 -16.42883 15.60713
H 10.21172 -15.82473 15.53663
*
```

---

Among the records above, which one has the lowest E? C25H33Br3CoGeN2O2SeSi

---

What is the molar mass in the fourth record? 245.9 u

---

Which value of E does entry 1 give? -156192.5235 eV